8 unconnected molecules or ions with the total composition C35H83BBrINO11, computed with ωB97M-V with the def2-TZVPD basis set.

Bonds (Å) are listed after each position.
Geometry (Å):
1 C -1.32 1.28 -1.33  C2 1.522, H23 1.090, H24 1.091, H25 1.091
2 C -1.31 -0.22 -1.05  C1 1.522, C3 1.542, H26 1.096, H27 1.092
3 C -0.71 -1.19 -2.09  C2 1.542, I4 2.143, C5 1.532, H28 1.087
4 I 0.62 -0.26 -3.50  C3 2.143
5 C -0.03 -2.41 -1.46  C3 1.532, N6 1.501, C18 1.575, H29 1.093
6 N 1.02 -2.13 -0.43  C5 1.501, C7 1.481, C12 1.277
7 C 2.35 -1.57 -0.77  N6 1.481, C8 1.528, H30 1.090, H31 1.093
8 C 3.46 -2.02 0.18  C7 1.528, C9 1.544, H32 1.092, H33 1.093
9 C 4.80 -2.23 -0.56  C8 1.544, O10 1.401, H34 1.099, H35 1.092
10 O 5.90 -1.89 0.24  C9 1.401, C11 1.416
11 C 6.30 -0.53 0.17  O10 1.416, H36 1.090, H37 1.095, H38 1.095
12 C 0.64 -2.45 0.74  N6 1.277, C13 1.476, H39 1.084
13 C -0.76 -2.91 0.81  C12 1.476, C14 1.533, C18 1.549, H40 1.098
14 C -1.15 -3.86 1.95  C13 1.533, C15 1.531, H41 1.091, H42 1.093
15 C -1.85 -3.15 3.11  C14 1.531, C16 1.521, Br17 1.952, H43 1.090
16 C -2.99 -2.23 2.69  C15 1.521, H44 1.087, H45 1.094, H46 1.095
17 Br -2.53 -4.54 4.30  C15 1.952
18 C -1.01 -3.34 -0.65  C5 1.575, C13 1.549, O19 1.413, B20 1.608
19 O -2.34 -3.07 -1.05  C18 1.413, H47 0.971
20 B -0.55 -4.85 -0.96  C18 1.608, O21 1.359, O22 1.366
21 O 0.33 -5.41 -0.09  B20 1.359, H48 0.968
22 O -1.04 -5.56 -2.02  B20 1.366, H49 0.964
23 H -1.91 1.77 -0.56  C1 1.090
24 H -0.33 1.71 -1.28  C1 1.091
25 H -1.77 1.51 -2.30  C1 1.091
26 H -0.78 -0.36 -0.10  C2 1.096
27 H -2.33 -0.56 -0.89  C2 1.092
28 H -1.50 -1.59 -2.72  C3 1.087
29 H 0.46 -2.98 -2.26  C5 1.093
30 H 2.55 -1.88 -1.80  C7 1.090
31 H 2.26 -0.49 -0.78  C7 1.093
32 H 3.64 -1.27 0.95  C8 1.092
33 H 3.18 -2.96 0.67  C8 1.093
34 H 4.80 -1.66 -1.50  C9 1.099
35 H 4.93 -3.28 -0.82  C9 1.092
36 H 7.38 -0.50 0.32  C11 1.090
37 H 6.07 -0.10 -0.81  C11 1.095
38 H 5.80 0.08 0.94  C11 1.095
39 H 1.32 -2.35 1.58  C12 1.084
40 H -1.33 -1.98 0.92  C13 1.098
41 H -0.27 -4.38 2.32  C14 1.091
42 H -1.81 -4.65 1.56  C14 1.093
43 H -1.12 -2.62 3.72  C15 1.090
44 H -3.66 -2.02 3.52  C16 1.087
45 H -3.55 -2.66 1.86  C16 1.094
46 H -2.59 -1.26 2.37  C16 1.095
47 H -2.95 -3.60 -0.51  O19 0.971
48 H 0.71 -6.24 -0.40  O21 0.968
49 H -1.02 -5.18 -2.91  O22 0.964
50 C 2.48 3.95 -0.20  C51 1.515, H54 1.094, H55 1.090, H56 1.089
51 C 2.53 2.59 0.46  C50 1.515, C52 1.519, O53 1.433, H57 1.094
52 C 2.91 2.68 1.93  C51 1.519, H58 1.093, H59 1.092, H60 1.091
53 O 3.42 1.71 -0.24  C51 1.433, H61 0.964
54 H 3.46 4.44 -0.16  C50 1.094
55 H 2.19 3.86 -1.25  C50 1.090
56 H 1.76 4.60 0.29  C50 1.089
57 H 1.56 2.11 0.36  C51 1.094
58 H 3.90 3.12 2.04  C52 1.093
59 H 2.93 1.68 2.39  C52 1.092
60 H 2.20 3.30 2.48  C52 1.091
61 H 4.31 2.09 -0.21  O53 0.964
62 C -5.57 -5.35 -1.93  C63 1.518, H66 1.094, H67 1.091, H68 1.090
63 C -5.51 -5.46 -0.42  C62 1.518, C64 1.517, O65 1.438, H69 1.092
64 C -6.85 -5.85 0.18  C63 1.517, H70 1.094, H71 1.089, H72 1.090
65 O -5.05 -4.22 0.15  C63 1.438, H73 0.965
66 H -6.29 -4.59 -2.23  C62 1.094
67 H -4.59 -5.08 -2.34  C62 1.091
68 H -5.87 -6.30 -2.38  C62 1.090
69 H -4.75 -6.19 -0.13  C63 1.092
70 H -7.61 -5.10 -0.06  C64 1.094
71 H -6.77 -5.92 1.27  C64 1.089
72 H -7.18 -6.81 -0.21  C64 1.090
73 H -5.69 -3.54 -0.06  O65 0.965
74 C -0.90 5.26 -1.31  C75 1.520, H78 1.095, H79 1.088, H80 1.092
75 C -0.50 6.73 -1.32  C74 1.520, C76 1.520, O77 1.430, H81 1.092
76 C -1.20 7.51 -2.42  C75 1.520, H82 1.094, H83 1.089, H84 1.091
77 O 0.92 6.86 -1.43  C75 1.430, H85 0.964
78 H -0.61 4.79 -2.25  C74 1.095
79 H -0.40 4.73 -0.50  C74 1.088
80 H -1.98 5.13 -1.19  C74 1.092
81 H -0.74 7.17 -0.35  C75 1.092
82 H -0.93 7.09 -3.40  C76 1.094
83 H -0.90 8.55 -2.39  C76 1.089
84 H -2.28 7.45 -2.31  C76 1.091
85 H 1.18 6.49 -2.28  O77 0.964
86 C -6.94 0.16 6.16  C87 1.518, H90 1.094, H91 1.089, H92 1.090
87 C -6.45 -0.33 4.81  C86 1.518, C88 1.520, O89 1.433, H93 1.092
88 C -6.78 -1.80 4.58  C87 1.520, H94 1.094, H95 1.091, H96 1.090
89 O -5.05 -0.09 4.66  C87 1.433, H97 0.965
90 H -6.45 -0.40 6.97  C86 1.094
91 H -6.70 1.22 6.30  C86 1.089
92 H -8.02 0.03 6.27  C86 1.090
93 H -6.91 0.27 4.02  C87 1.092
94 H -6.28 -2.41 5.34  C88 1.094
95 H -6.43 -2.12 3.60  C88 1.091
96 H -7.85 -1.98 4.65  C88 1.090
97 H -4.60 -0.59 5.35  O89 0.965
98 C 10.89 0.11 0.33  C99 1.520, H102 1.095, H103 1.090, H104 1.090
99 C 10.74 1.30 1.26  C98 1.520, C100 1.519, O101 1.430, H105 1.092
100 C 11.12 0.96 2.69  C99 1.519, H106 1.094, H107 1.089, H108 1.090
101 O 9.42 1.83 1.20  C99 1.430, H109 0.964
102 H 10.23 -0.70 0.65  C98 1.095
103 H 10.62 0.39 -0.69  C98 1.090
104 H 11.91 -0.26 0.33  C98 1.090
105 H 11.37 2.12 0.91  C99 1.092
106 H 10.47 0.17 3.07  C100 1.094
107 H 11.01 1.83 3.34  C100 1.089
108 H 12.15 0.60 2.75  C100 1.090
109 H 8.82 1.15 1.52  O101 0.964
110 C -2.15 0.75 -7.55  C111 1.520, H114 1.095, H115 1.090, H116 1.091
111 C -1.33 2.00 -7.82  C110 1.520, C112 1.519, O113 1.428, H117 1.092
112 C -0.09 1.70 -8.65  C111 1.519, H118 1.095, H119 1.089, H120 1.091
113 O -0.97 2.65 -6.60  C111 1.428, H121 0.964
114 H -1.55 0.03 -6.99  C110 1.095
115 H -3.03 1.00 -6.97  C110 1.090
116 H -2.46 0.28 -8.48  C110 1.091
117 H -1.94 2.73 -8.35  C111 1.092
118 H 0.56 1.00 -8.12  C112 1.095
119 H 0.48 2.61 -8.84  C112 1.089
120 H -0.35 1.25 -9.61  C112 1.091
121 H -0.42 2.04 -6.10  O113 0.964
122 C -0.48 3.66 3.81  C123 1.518, H126 1.095, H127 1.090, H128 1.090
123 C -1.33 3.28 2.61  C122 1.518, C124 1.520, O125 1.433, H129 1.092
124 C -2.24 2.10 2.91  C123 1.520, H130 1.096, H131 1.091, H132 1.090
125 O -0.50 3.01 1.47  C123 1.433, H133 0.965
126 H 0.17 2.83 4.10  C122 1.095
127 H 0.16 4.52 3.57  C122 1.090
128 H -1.10 3.92 4.67  C122 1.090
129 H -1.93 4.14 2.31  C123 1.092
130 H -1.64 1.22 3.18  C124 1.096
131 H -2.84 1.85 2.04  C124 1.091
132 H -2.91 2.30 3.74  C124 1.090
133 H 0.05 2.26 1.71  O125 0.965

LUMO level: -3.305 eV
Total charge: +1
HOMO-LUMO gap: 8.3 eV
Calculated total energy: -5162.17339 Eh
Spin multiplicity: 1
Energy above the lowest of the compared OMol25 structures with the same formula, charge and spin: 0.00 kcal per mole